{"formula": "C4H7N", "method": "wB97M-V/def2-TZVPD", "species": ["C", "H", "H", "N", "C", "H", "C", "H", "H", "H", "H", "C"], "positions_angstrom": [[1.6009, 0.6129, -0.4127], [-0.7074, 0.1281, 0.9996], [0.9003, 1.4454, -0.3553], [-2.7639, 0.2976, -0.4532], [-0.0079, -0.6905, 0.9664], [-2.3605, 0.4949, -1.3724], [-3.1384, 0.2520, 0.6456], [2.5774, 0.7819, 0.1052], [1.4948, -1.6488, -0.1928], [1.9188, 0.5566, -1.4400], [-0.4171, -1.5300, 1.4898], [0.9029, -0.7000, 0.0199]], "mulliken_charge": [-0.90, 0.16, 0.28, -0.16, -0.67, 0.32, -0.16, 0.25, 0.25, 0.30, 0.29, 0.03], "e_above_lowest_kj_mol": 247.2, "energy_ev": -5748.8553, "multiplicity": 1, "homo_ev": -9.671, "molar_mass_g_mol": 69.107, "orbital_gap_ev": 10.57}


{"formula": "C64H141F2N8O7S2", "method": "wB97M-V/def2-TZVPD", "species": ["H", "H", "H", "N", "C", "H", "H", "H", "C", "H", "H", "H", "C", "N", "C", "H", "H", "H", "H", "H", "C", "H", "C", "H", "C", "H", "C", "H", "H", "H", "C", "H", "H", "C", "H", "H", "H", "H", "C", "H", "H", "O", "C", "C", "H", "H", "N", "H", "H", "C", "H", "H", "C", "H", "H", "F", "O", "H", "H", "C", "C", "H", "H", "C", "H", "C", "H", "N", "C", "H", "H", "C", "C", "C", "H", "C", "C", "H", "S", "H", "H", "C", "O", "H", "C", "H", "H", "H", "H", "O", "C", "O", "H", "H", "H", "H", "C", "C", "H", "H", "H", "C", "H", "H", "H", "H", "H", "H", "H", "H", "H", "H", "C", "C", "H", "H", "H", "H", "C", "N", "H", "H", "C", "H", "C", "N", "H", "C", "C", "H", "H", "H", "C", "H", "H", "N", "H", "C", "H", "C", "H", "S", "H", "H", "H", "H", "C", "H", "H", "H", "C", "H", "H", "C", "H", "C", "H", "H", "H", "H", "H", "H", "H", "C", "O", "C", "H", "H", "C", "H", "C", "H", "C", "C", "C", "C", "F", "H", "H", "H", "H", "C", "C", "H", "C", "C", "H", "H", "H", "C", "H", "H", "H", "H", "H", "H", "H", "C", "H", "H", "H", "H", "H", "H", "C", "H", "C", "H", "C", "C", "O", "H", "H", "H", "N", "H", "H", "H", "H", "H", "C", "H", "H", "H"], "positions_angstrom": [[4.1927, 0.7608, 2.6171], [2.3500, -5.2351, 2.6571], [2.8539, 0.3970, 9.7587], [-3.0471, -2.5781, -4.3477], [-4.1449, -1.6503, 5.4834], [0.2252, 0.7825, -7.9808], [5.1706, 0.3021, -6.2419], [2.3323, 3.8647, -5.7757], [-2.5854, -3.5852, -5.3732], [-5.1842, 0.7375, -3.8984], [-5.1955, -1.2014, -2.8885], [1.9817, 3.0099, 5.8428], [1.7706, 2.9322, -5.7199], [4.2852, -3.3329, -3.7463], [2.1153, -4.7017, -3.7949], [-3.6498, 5.5852, -0.7692], [4.0765, -0.3030, 4.7989], [1.4283, 1.0932, -4.5183], [0.4847, -8.1440, 3.4049], [-5.0081, -3.3507, -3.8159], [2.6757, 0.9332, 7.1204], [-0.0297, -5.0720, 6.6749], [-0.3839, 6.4299, 1.3354], [6.0015, -0.5405, -7.3367], [2.3245, 2.6277, -3.3427], [2.1132, -7.5202, 3.8706], [-5.2993, 0.2657, 4.1388], [-0.8386, -6.3131, 7.4308], [1.2205, -3.6333, -2.1084], [-2.9622, -1.9729, -2.1671], [-5.1763, -1.2116, -3.9783], [-2.7908, -5.9546, 5.4500], [-1.6843, 6.9416, -1.0054], [-2.5623, -2.6857, -2.8883], [3.0387, -2.9889, 4.6995], [-3.9019, 2.6527, 4.5004], [3.1670, 1.5485, -4.8355], [3.3895, 0.1113, 7.1763], [-4.6046, -2.5474, -4.4324], [-0.9762, -4.7186, -1.0790], [2.2906, -5.4444, 5.1358], [1.5704, 0.7463, -0.8593], [-4.5924, 0.0687, -4.5235], [-3.8079, 0.2157, 1.9837], [-0.5339, 1.7014, -6.6026], [0.6523, 1.6017, 3.4129], [-1.4190, 7.5178, 1.0256], [-2.3792, -4.8762, -2.9085], [-6.1963, -1.2127, -4.3627], [2.8388, 1.6346, -7.6404], [-2.4337, -4.5473, 6.2926], [2.2991, -2.6749, -4.4799], [-1.5105, -4.5736, 4.3812], [4.9435, -5.4629, -3.6465], [-3.2894, 0.2134, 6.4637], [-1.2311, -1.7156, 1.2040], [1.1814, -1.7646, 1.3214], [-3.0290, 7.8900, -0.3036], [1.9755, 0.6623, -9.4403], [-0.6122, 8.7199, 0.5762], [-3.5740, 9.3784, 3.6449], [3.3332, 1.7971, 7.2176], [3.3215, -3.9489, -5.4171], [2.1498, 1.8981, -4.6588], [-5.9601, 0.3007, 1.3830], [0.8371, 3.1164, -9.4922], [2.4353, -5.7222, -4.0055], [0.4249, -6.2107, 4.2476], [0.9023, 3.5013, -7.9729], [-3.2583, 9.4097, 1.5358], [-1.5399, -3.3321, -5.5494], [2.0812, 1.1141, 9.4813], [-3.0814, -0.5165, 5.6813], [2.1636, 2.6657, -9.9626], [3.3479, 3.0845, 2.9743], [2.1130, -4.4365, 3.3601], [-3.3236, 8.6696, 2.3334], [6.7084, -0.4176, -5.6232], [0.2002, 0.9649, -0.4985], [1.3626, -3.8429, 2.8380], [0.3808, 6.4242, 0.5587], [-2.0654, 7.8263, 2.4632], [4.8239, 0.8973, 0.1604], [-2.8773, 2.4880, 3.0427], [-0.8306, -5.6077, 3.4847], [3.6234, 1.1305, -9.6305], [-4.7618, -0.9674, -0.3692], [-2.5191, -4.6052, -4.9947], [1.7259, -1.1378, 6.0158], [-0.1036, -1.7407, -0.8577], [-2.3204, 7.0799, -0.1311], [5.6537, -0.1332, -1.6352], [-2.8059, 0.4723, 1.6400], [3.8185, -5.0150, -1.5172], [0.9200, 0.0314, 8.1130], [0.6714, 4.1170, -9.8914], [3.9706, -3.0205, -2.2162], [5.8377, 0.3208, -0.4671], [-1.4841, -2.5268, -2.9061], [1.5606, 4.3326, -7.7203], [0.1037, 2.3967, -9.8560], [-0.7283, -5.8747, 6.4390], [2.3190, 2.1029, 1.8974], [0.8722, 0.5202, -6.3668], [4.2983, 0.5342, -0.5562], [-1.2732, 9.5835, 0.6488], [-2.6404, -1.2576, -6.0206], [-5.3159, -1.8236, 3.5098], [-5.0520, 0.0148, -5.5104], [-2.7191, 0.9330, -4.9998], [-0.1039, 8.6818, -0.3873], [-0.6481, -7.7500, 5.1896], [-4.9902, 0.6464, 1.0253], [-2.4011, -1.2149, -4.9580], [1.2688, 1.2080, 10.2019], [3.0971, 0.8424, -6.9376], [-3.8038, 5.9110, 0.7932], [-1.3171, -1.1711, -4.8529], [-3.0148, 0.1058, -4.3547], [2.3221, 0.8747, 5.6350], [-2.2225, -1.0065, 6.1396], [4.1954, -4.1784, 4.0420], [3.3377, -3.5464, 3.8118], [5.9020, -1.9335, -3.8623], [1.4385, -5.0278, 4.5987], [1.5114, 2.2527, -7.1298], [-0.0432, 3.8101, -7.5271], [-1.9931, 4.7115, 0.5186], [5.1127, -1.8130, -5.8304], [1.4676, -5.3740, -1.9408], [-2.5400, 3.8705, 0.9450], [-2.4387, -4.2824, 3.8895], [1.1758, -7.3024, 3.3587], [-5.0315, 1.7355, 1.0131], [-1.0350, -3.5988, 4.4904], [-0.2500, 0.4302, 0.7916], [3.0160, 2.2792, -2.5755], [5.8353, -0.5616, -6.2596], [4.1033, -1.9377, -6.2225], [0.3714, 1.2475, -7.0058], [1.0283, -4.1781, 5.1444], [0.1303, -1.1826, 0.4835], [-4.4456, 2.7629, 2.7743], [-4.1564, 10.2981, 3.7009], [4.9709, -2.9110, -1.7972], [0.6704, 2.2344, 5.8931], [1.5263, 0.9365, 8.1488], [0.9335, -7.2604, 5.9947], [-0.2508, 4.2680, 1.7166], [-4.5624, -1.5736, 6.4873], [3.3258, 0.9353, 3.2543], [-5.3140, 0.8291, 5.0718], [4.1659, 1.5930, 5.0840], [5.3477, -4.4834, -3.9021], [-1.9856, -3.5309, -0.2870], [3.6293, 0.6909, 4.7900], [5.8051, -4.3265, -4.8790], [2.6935, 0.1292, 2.8823], [1.0071, 3.2980, 3.6147], [-2.4517, -0.8120, 3.4574], [-2.3367, -5.2190, -0.2704], [1.3090, 2.6860, -2.9509], [-2.3397, 6.8483, 2.8588], [3.1889, -4.1253, -1.5279], [6.9720, 0.3385, -0.0190], [-0.0174, -6.9445, 5.5656], [2.9912, -3.7595, -0.5203], [-0.3476, -5.3326, 2.5471], [1.5681, 2.1746, 5.2778], [-5.5720, 0.4214, -1.0671], [2.9588, -3.5425, -4.4730], [1.2829, -7.0354, 2.3074], [1.3599, -0.3254, 5.3879], [1.4265, 2.2989, 3.7331], [-1.9594, -5.2738, 5.6328], [2.6483, 2.2500, 2.9260], [0.1266, 2.5378, -0.0679], [0.9650, 1.8449, 7.9303], [-4.7987, -2.8179, -5.4703], [2.1566, 2.5294, -11.0440], [6.1725, -4.2467, -3.2300], [-2.0114, -4.4125, -0.9276], [-2.7834, -4.0996, -2.2591], [-3.8541, -4.2859, -2.1749], [-4.8338, 0.1193, -0.3242], [-2.7127, -0.0440, 4.1855], [-1.4678, -6.4764, 3.3196], [0.1905, 6.7381, 2.2090], [1.2102, -4.5227, -4.3753], [-2.9927, 5.7998, 0.0736], [-2.6106, 9.8792, 3.7402], [5.5682, -2.7222, -6.2226], [4.2813, -1.1219, -3.8750], [0.0595, 8.9856, 1.3925], [-1.4927, 4.3747, -0.3893], [3.6405, -2.8914, 2.9949], [-1.9221, 0.7064, 4.1797], [4.8908, -1.9351, -4.2692], [3.5112, 2.4682, -7.4377], [3.4589, -2.0734, -2.0451], [-6.2551, -1.3919, 4.8789], [2.6372, 3.6693, -3.4165], [-2.8922, 0.3184, -3.2927], [-4.1539, 8.0078, 2.0870], [-5.2770, -1.2329, 4.4250], [-1.2669, 8.2800, 3.0501], [-3.8323, 2.2277, 3.4991], [2.8906, 3.4756, -9.9029], [1.9272, -4.4454, -2.2792], [2.6857, 1.4445, -9.1721], [-0.7890, 0.9765, -1.5616], [-3.8271, -0.8663, 2.1142], [-3.8657, 0.3639, -0.7615], [-1.5697, 4.8684, 2.5488], [-3.9115, 0.6503, 3.4631], [2.7173, 1.9983, 9.4400], [0.4615, 0.0485, 5.8789], [0.8311, 3.4100, -5.4423], [-3.1334, -3.6586, -6.3125], [1.2979, -0.7377, 4.3808], [-1.0086, 5.0467, 1.6315], [-6.1098, 0.6428, 3.5151], [-3.6629, 8.7533, 4.5334], [-3.7837, -2.6703, 5.3525]], "mulliken_charge": [0.50, 0.30, 0.39, 0.68, -0.38, 0.52, 0.11, 0.59, -0.89, 0.37, 0.02, 0.56, -1.14, 0.08, -1.17, 0.55, 0.50, -0.21, 0.43, 0.39, -1.16, 0.25, -1.36, 0.40, -1.57, 0.41, -0.75, 0.53, -0.72, -0.15, -0.28, 0.43, 0.39, 0.14, 0.28, 0.44, -0.13, 0.54, -0.83, 0.09, 0.35, 0.15, -0.82, -0.82, 0.34, -0.30, 0.12, 0.12, 0.50, -0.16, 0.41, 0.41, 0.40, 0.35, 0.54, -0.15, -0.48, 0.53, 0.31, -0.94, -1.39, 0.67, 0.57, 1.23, 0.36, -0.57, 0.44, -0.26, -0.65, 0.35, 0.40, -1.54, -0.80, -0.76, 0.52, 0.12, -0.29, 0.42, -0.49, -0.02, 0.43, -0.59, -0.29, 0.38, -1.09, 0.46, 0.47, 0.31, 0.34, -0.11, -0.83, -0.50, 0.35, 0.46, 0.22, 0.36, -0.77, 0.77, 0.14, 0.52, 0.26, -0.64, -0.19, 0.28, 0.21, 0.40, 0.57, 0.30, 0.34, 0.39, 0.38, 0.43, -0.53, -0.91, 0.38, 0.14, 0.25, 0.50, 0.07, 0.32, 0.38, 0.48, -1.38, 0.59, -0.64, 0.15, 0.47, 0.23, -0.53, 0.51, -0.23, 0.44, -0.95, 0.37, 0.01, 0.51, 0.11, -1.21, 0.42, -1.12, 0.23, 0.04, 0.41, 0.38, 0.58, 0.59, 0.20, 0.46, -0.30, 0.46, 0.25, 0.58, 0.43, -0.82, -0.27, -0.87, 0.35, -0.48, 0.19, 0.29, 0.57, 0.27, 0.25, -0.68, -0.28, -0.60, 0.11, 0.59, -1.61, 0.53, -0.76, 0.38, -0.91, 0.66, -1.00, -0.38, -0.24, 0.26, 0.44, 0.42, 0.39, -0.66, -0.60, 0.34, -1.65, -0.16, 0.37, 0.46, 0.35, -0.72, 0.39, 0.33, 0.05, 0.43, 0.17, 0.37, -0.04, -0.25, 0.42, 0.18, 0.56, 0.46, -0.25, 0.27, -0.99, 0.45, -1.22, 0.38, 0.94, -0.96, -0.33, 0.66, 0.22, 0.40, 0.51, 0.36, 0.45, 0.54, 0.34, 0.09, 0.55, 0.56, 0.32, -0.13], "charge": 6, "s_squared": 0.7577, "energy_ev": -121946.4855, "multiplicity": 2, "homo_ev": [-20.968, -20.968], "molar_mass_g_mol": 1237.011, "orbital_gap_ev": [10.80, 7.61]}


{"formula": "C18H18ClIrN3O9P2S2", "method": "wB97M-V/def2-TZVPD", "species": ["H", "O", "C", "H", "O", "H", "O", "C", "C", "C", "C", "H", "H", "C", "C", "N", "N", "C", "H", "C", "H", "O", "Ir", "H", "C", "H", "C", "O", "S", "H", "O", "H", "C", "H", "C", "H", "H", "Cl", "C", "O", "H", "H", "P", "C", "C", "P", "H", "C", "S", "H", "O", "O", "C", "N"], "positions_angstrom": [[2.4231, -2.9134, 5.1043], [2.0483, -5.8372, 0.5761], [1.4970, 1.4382, -5.5167], [-2.7905, 6.1830, 3.4545], [-1.3801, 3.6095, 0.0901], [2.5857, -1.5186, 4.0239], [0.3244, -4.6560, -0.9553], [-2.4304, 5.2090, 3.1487], [-1.5002, 2.7077, 2.3425], [1.9875, -3.3448, 3.0326], [1.2827, 1.0794, -2.7698], [1.5900, 1.5771, -6.5846], [-1.2490, -0.8005, -3.4065], [-2.1326, 4.9841, 1.8214], [0.3244, 0.9596, -4.9592], [-0.5648, -0.7428, 2.2800], [-2.2079, -0.1612, -0.8128], [-1.1056, 0.2315, -3.0660], [-0.9916, 2.7238, -0.0264], [-2.2630, 4.1988, 4.0939], [1.6802, -4.3590, 3.2953], [0.3714, -2.3005, -1.8932], [-0.4355, -0.6181, -0.0264], [2.9603, -3.3970, 2.5424], [-1.6585, 3.7399, 1.4073], [-2.4912, 4.3774, 5.1350], [-0.0161, -1.6482, 2.9434], [-0.6100, 1.2239, 0.7296], [0.7945, -2.8399, 1.7856], [-0.5119, 0.7265, -5.6080], [2.6966, -3.8103, -0.8901], [-1.9314, 0.8271, -3.4707], [-1.2562, 0.1005, -1.5948], [2.2966, -3.0054, -1.2822], [2.0008, -2.4117, 4.2359], [-2.1076, -4.5669, -2.1974], [1.2184, 0.9379, -1.6989], [4.0408, 2.3482, -5.3675], [-1.0419, 1.3553, 1.9603], [-1.4999, -3.8806, -2.4979], [3.3017, 1.8115, -2.6774], [-3.1209, -0.4679, -1.1200], [1.6206, -4.5641, -0.0070], [0.2042, 0.7718, -3.5847], [2.4638, 1.5670, -3.3149], [-0.5504, -3.3333, -1.3456], [-2.2493, 5.7583, 1.0758], [2.5610, 1.7395, -4.6820], [0.3002, -1.9121, 4.6328], [-1.6674, 2.1635, 4.3949], [-1.3117, -2.9072, -0.1261], [1.3844, -1.7227, 0.8383], [-1.8033, 2.9664, 3.6841], [-1.0797, 0.4030, 2.8535]], "mulliken_charge": [0.43, -0.62, -0.78, 0.38, -0.70, 0.34, -0.34, -0.28, 0.22, -0.67, 0.08, 0.42, 0.32, -0.67, -0.39, 0.21, -0.43, -0.58, 0.45, -0.77, 0.45, -0.61, 1.54, 0.46, 0.38, 0.39, 0.13, -0.89, 0.52, 0.42, -0.47, 0.61, -0.24, 0.43, -0.66, 0.35, 0.37, -0.22, 0.85, -0.53, 0.42, 0.25, 0.83, 0.43, -1.06, 0.70, 0.43, 0.40, -0.11, 0.48, -0.63, -0.66, -0.54, -0.83], "s_squared": 0.7593, "e_above_lowest_kj_mol": 510.1, "energy_ev": -97466.4776, "multiplicity": 2, "homo_ev": [-7.929, -8.479], "molar_mass_g_mol": 774.106, "orbital_gap_ev": [7.50, 6.66]}


Q: The lowest multiplicity belongs to which entry?
A: C4H7N


Q: Look up the multiplicity of the second one.
A: 2


Q: Which formula does entry 2 have?
A: C64H141F2N8O7S2